(1)
15
Properties=species:S:1:pos:R:3:forces:R:3:lowdin_charge:R:1 method="wB97M-V/def2-TZVPD" charge=+1 homo_energy_ev=-15.827 orbital_gap_ev=9.86 de_lowest_kcal_mol=52.7
C 2.25054 -0.03601 -0.00541 4.54 1.69 0.17 0.203
C -0.98066 -0.28809 -1.28205 1.82 -0.67 1.16 0.040
C -0.97482 -0.40793 1.12894 1.70 -3.26 -1.43 0.022
C -0.12169 0.07138 -0.07838 -2.36 4.74 1.49 -0.388
O 0.26567 1.65402 -0.05570 0.03 -3.95 -0.79 -0.029
O 1.15746 -0.51498 0.01744 -1.75 -2.31 0.17 0.145
H 3.12696 -0.63306 0.25426 -0.55 -0.98 -0.08 0.152
H 2.63065 0.96434 -0.21947 -1.48 0.55 -0.20 0.154
H -0.41621 -0.52652 -2.14822 0.42 0.31 -1.04 0.095
H -1.45683 -1.20753 -0.95515 -0.68 0.25 -0.53 0.096
H -1.57098 0.59298 -1.33774 -1.01 0.29 -0.65 0.107
H -0.57140 -0.26002 2.07852 0.95 0.50 1.49 0.073
H -1.10579 -1.57784 0.99732 0.50 2.26 0.32 0.155
H -1.95739 -0.06483 1.12070 -1.54 1.06 -0.45 0.083
H -0.27552 2.23407 0.48495 -0.60 -0.48 0.36 0.094


(2)
72
Properties=species:S:1:pos:R:3:forces:R:3:lowdin_charge:R:1 method="wB97M-V/def2-TZVPD" charge=0 smiles="CC(=O)c1ccc(N2CCN(C(=O)C(=O)c3cn(CC(=O)N4CCCCCC4)c4ccccc34)CC2)cc1" homo_energy_ev=-8.132 orbital_gap_ev=8.36 de_lowest_kcal_mol=39.2
C -4.63405 -1.29522 -0.43992 -0.06 0.03 -0.31 -0.007
C -3.31106 -1.56526 -1.11388 -0.31 0.11 0.00 -0.429
O -3.14078 -1.32543 -2.29475 -0.07 -0.04 0.07 0.059
C -2.23108 -2.12453 -0.28203 0.52 -0.21 -0.01 -0.193
C -2.23221 -2.09876 1.11438 -0.02 0.05 -0.30 -0.023
C -1.17926 -2.61671 1.83084 0.11 0.03 0.16 -0.010
C -0.07456 -3.20543 1.19227 -0.33 0.01 -0.08 -0.215
C -0.08662 -3.24706 -0.21015 0.15 -0.06 0.04 -0.010
C -1.13114 -2.70515 -0.92075 -0.31 0.13 0.04 -0.013
H -1.11773 -2.72185 -2.00081 0.00 0.00 -0.09 0.122
H 0.73639 -3.67698 -0.75635 0.13 -0.04 -0.02 0.106
N 0.93296 -3.76849 1.93929 0.05 -0.17 0.02 -0.090
C 1.38313 -3.15017 3.17213 0.07 -0.03 0.27 -0.110
H 1.31437 -3.86749 3.99865 -0.02 0.13 0.04 0.126
H 0.75130 -2.29221 3.39897 0.03 -0.06 0.00 0.112
C 2.84763 -2.67027 3.00503 -0.17 0.06 0.34 -0.104
N 3.09332 -2.42235 1.60468 0.23 -0.11 0.01 -0.036
C 2.81573 -1.25652 0.97537 0.33 -0.32 -0.10 -0.371
O 2.79328 -1.15950 -0.24117 -0.07 0.23 -0.04 0.073
C 2.57277 -0.03503 1.86195 -0.04 0.17 -0.02 -0.270
O 3.33394 0.25085 2.77380 -0.13 -0.04 -0.25 0.091
C 1.41417 0.72685 1.48467 -0.32 0.20 -0.12 -0.070
C 0.46915 0.38962 0.53007 0.38 -0.17 0.28 0.012
N -0.46217 1.35652 0.42385 0.14 -0.21 -0.01 -0.012
C -0.16523 2.36661 1.31549 0.45 0.35 0.60 -0.145
C -0.82822 3.55940 1.57072 -0.14 0.03 -0.07 0.004
C -0.29059 4.38368 2.53838 -0.06 0.02 -0.01 -0.084
C 0.87138 4.03679 3.23054 0.08 0.05 0.09 -0.088
C 1.53352 2.85400 2.97798 0.01 0.05 0.03 -0.011
C 1.00880 2.00421 2.00999 -0.25 -0.03 -0.20 -0.095
H 2.43297 2.58119 3.50616 0.07 -0.01 0.05 0.107
H 1.25677 4.71428 3.97815 0.04 0.05 0.06 0.099
H -0.77798 5.32033 2.76400 -0.06 0.07 0.00 0.101
H -1.71729 3.83674 1.02712 -0.11 0.03 -0.07 0.102
C -1.59619 1.33256 -0.45789 -0.47 0.16 -0.24 -0.016
H -2.51431 1.41753 0.13502 0.11 -0.03 -0.16 0.143
H -1.60477 0.38532 -0.99516 0.06 0.03 0.07 0.101
C -1.63355 2.51848 -1.44239 -0.02 -0.35 0.38 -0.425
O -2.45839 3.39996 -1.27167 -0.32 0.14 0.17 0.046
N -0.74690 2.52843 -2.45010 0.13 0.25 -0.30 -0.040
C 0.20871 1.47690 -2.72974 0.00 -0.58 0.05 -0.122
H 1.03699 1.92382 -3.28343 0.05 0.00 0.12 0.134
C -0.39795 0.33276 -3.55033 0.22 0.18 -0.17 -0.165
H -1.34413 0.01607 -3.10882 0.04 -0.06 0.09 0.085
H 0.28997 -0.51403 -3.51078 0.00 -0.10 0.05 0.116
C -0.64594 0.70568 -5.00934 -0.25 -0.06 0.20 -0.201
C -1.48728 1.97053 -5.18236 0.24 0.02 -0.21 -0.191
C -0.71247 3.24734 -4.84641 -0.13 -0.08 0.15 -0.177
C -0.79536 3.65033 -3.37277 -0.07 0.42 -0.16 -0.139
H -1.74163 4.16033 -3.17850 0.22 -0.04 -0.05 0.119
H 0.02006 4.34468 -3.13465 -0.11 0.02 0.00 0.131
H -1.11157 4.08218 -5.42534 0.08 0.04 0.01 0.110
H 0.32931 3.12043 -5.14830 0.03 0.04 -0.07 0.104
H -1.80996 2.02301 -6.22415 -0.07 0.01 0.03 0.107
H -2.38277 1.90559 -4.56236 -0.15 -0.01 -0.01 0.120
H -1.16037 -0.12925 -5.48881 0.06 -0.04 -0.06 0.110
H 0.31011 0.84197 -5.52189 0.03 -0.02 -0.07 0.111
H 0.62307 1.08828 -1.79915 0.05 0.10 -0.11 0.106
H 0.41055 -0.50123 -0.06671 -0.03 -0.13 -0.18 0.123
C 3.12430 -3.64524 0.82705 0.02 0.01 -0.31 -0.101
H 3.00042 -3.36054 -0.21965 0.04 -0.11 0.14 0.112
H 4.09361 -4.13833 0.94872 -0.05 -0.01 -0.04 0.128
C 1.97811 -4.55506 1.32455 0.05 0.00 -0.05 -0.124
H 2.34986 -5.24111 2.09250 -0.03 -0.02 -0.09 0.125
H 1.56617 -5.15599 0.51467 0.07 -0.03 0.06 0.121
H 3.03144 -1.77167 3.58985 0.03 -0.18 -0.02 0.114
H 3.55087 -3.44148 3.33119 -0.03 0.06 0.01 0.129
H -1.22623 -2.59488 2.90869 0.01 -0.02 0.08 0.110
H -3.05932 -1.66157 1.65197 -0.12 0.03 0.07 0.113
H -5.37477 -1.04313 -1.19436 0.02 0.02 -0.01 0.087
H -4.53554 -0.45524 0.24516 -0.01 0.06 0.13 0.082
H -4.96108 -2.16628 0.12244 -0.03 -0.03 0.11 0.089


(3)
18
Properties=species:S:1:pos:R:3:forces:R:3:lowdin_charge:R:1 method="wB97M-V/def2-TZVPD" charge=-1 homo_energy_ev="-2.692 / -1.769" orbital_gap_ev="6.59 / 5.50" de_lowest_kcal_mol=163.8
C -1.64071 1.69904 0.90713 -2.33 -1.13 -0.31 -0.213
C -0.75765 0.77792 1.77360 1.03 0.45 -0.96 -0.189
C -1.13364 0.36736 0.33954 0.80 2.29 1.29 -0.376
C -1.77450 -0.90322 -0.03547 -3.72 2.24 -1.09 -0.152
C 2.47525 -1.26888 -1.25072 -0.98 1.11 1.60 -0.155
N 2.40848 0.24768 -1.27352 -2.42 -2.94 -0.82 -0.896
O 3.34577 0.88527 -0.80241 2.30 1.57 1.31 -0.230
S 0.90445 0.79446 -1.71863 -0.90 0.70 0.00 0.497
H -2.80384 1.81270 1.14441 2.33 -0.49 -0.18 0.102
H -1.29683 2.66809 0.51340 0.31 -0.70 0.17 0.067
H 0.34197 1.20083 1.98345 -2.57 -1.30 -0.26 0.122
H -1.29915 0.17167 2.54984 0.82 0.82 -0.37 0.081
H -2.61164 -1.18229 0.60309 -0.19 -0.07 0.99 0.056
H -1.12786 -1.66495 -0.04483 2.68 -2.91 0.11 0.001
H -2.34172 -0.99529 -1.00949 1.02 0.83 0.39 0.084
H 3.46960 -1.40775 -0.72579 -1.06 -0.69 -1.11 0.076
H 1.54908 -1.73525 -0.63674 2.18 1.13 -1.19 0.086
H 2.29294 -1.46739 -2.31688 0.69 -0.91 0.44 0.039